Density functional theory data (the ωB97M-V functional and the def2-TZVPD basis) for 6 unconnected molecules or ions with the total composition C2H17NO5 at a distorted geometry.

Structure (XYZ):
```
25
Properties=species:S:1:pos:R:3:forces:R:3
C 0.604590 1.404404 -3.053913 2.00 -2.16 0.32
N 0.679582 -0.153639 -2.924269 -0.11 0.51 -2.13
C -0.404071 -0.658734 -3.875917 -0.55 -0.86 2.92
H 1.493763 1.800615 -2.518186 -0.57 -0.10 -0.34
H 0.664338 1.715676 -4.118572 -0.33 0.01 0.67
H -0.278072 1.744483 -2.525662 -0.26 0.04 -0.27
H 1.631126 -0.533393 -3.272574 -2.12 1.20 0.64
H -1.364435 -0.972405 -3.396141 0.61 0.74 0.82
H -0.296615 -1.587397 -4.369833 1.47 -0.82 -0.87
H -0.736328 0.079019 -4.520745 -0.19 1.49 -1.74
O -0.203419 -3.714445 1.699116 2.46 4.20 -5.14
H -0.470335 -3.976615 2.485289 -2.10 -2.36 5.87
H 0.060972 -2.761292 1.911043 -0.40 -1.67 -0.62
O 3.756814 3.417332 4.797077 -0.43 -3.34 4.36
H 3.229027 3.687833 5.590482 0.75 -0.03 -1.51
H 3.753640 4.038732 4.155908 -0.33 3.36 -2.85
O -1.100779 0.538942 1.051762 0.78 1.04 -2.38
H -2.029099 0.220053 0.951210 1.01 0.46 0.44
H -0.755449 0.895375 0.144360 -1.14 -1.13 2.60
O 0.224503 -0.782299 3.403243 -0.59 -1.55 0.58
H -0.101921 -0.171912 2.735711 0.80 0.62 -0.07
H 1.076492 -0.671010 3.838675 -0.29 0.84 -0.79
O -3.336544 -0.924273 0.820952 0.80 0.52 -2.08
H -3.296173 -1.868834 1.027690 0.30 0.22 -0.24
H -2.801607 -0.766217 -0.036706 -1.58 -1.22 1.81
```
Forces are in eV/Å.

The orbital gap comes out at 0.3602 hartree. The LUMO energy is 0.017 hartree. As for the total energy: -517.2535 a.u. Its multiplicity is 1. As for the SMILES: CNC.O.O.O.O.O.